{"formula": "C48H77AsBaF3N7O2S2Si4", "method": "ωB97M-V/def2-TZVPD", "symbols": ["Ba", "C", "N", "C", "C", "C", "N", "C", "C", "H", "H", "H", "H", "H", "H", "H", "H", "H", "H", "H", "H", "H", "H", "H", "H", "C", "C", "C", "C", "C", "C", "C", "N", "C", "N", "C", "C", "C", "C", "C", "C", "C", "N", "C", "C", "C", "C", "C", "C", "C", "H", "H", "H", "H", "H", "H", "H", "H", "H", "H", "H", "H", "H", "H", "H", "H", "H", "H", "H", "H", "H", "H", "C", "Si", "C", "C", "C", "C", "C", "C", "N", "C", "S", "H", "H", "H", "H", "H", "H", "H", "H", "H", "H", "H", "H", "C", "Si", "C", "C", "As", "Si", "C", "C", "C", "Si", "C", "C", "C", "H", "H", "H", "H", "H", "H", "H", "H", "H", "H", "H", "H", "H", "H", "H", "H", "H", "H", "H", "H", "H", "H", "H", "H", "H", "H", "H", "S", "C", "N", "F", "C", "F", "F", "C", "O", "O"], "positions_angstrom": [[-0.63854, -0.07357, 1.14698], [0.03476, -2.81157, -2.93942], [0.89106, -1.93967, -2.16652], [1.73006, -2.69587, -1.26712], [1.64996, -1.09587, -3.06392], [2.46646, 0.01103, -2.39902], [1.68156, 1.00673, -1.69442], [0.90606, 1.82183, -2.60662], [2.54716, 1.84823, -0.89322], [0.60796, -3.47527, -3.61602], [-0.64154, -2.20217, -3.53492], [-0.55884, -3.42917, -2.26922], [2.51806, -3.26137, -1.80402], [1.11036, -3.39577, -0.71012], [2.18016, -2.01857, -0.54932], [0.93546, -0.65007, -3.75452], [2.36556, -1.70347, -3.66092], [3.07486, 0.48553, -3.20002], [3.16156, -0.42967, -1.68342], [1.54156, 2.30973, -3.37002], [0.37326, 2.58463, -2.03762], [0.15896, 1.21083, -3.10142], [3.25016, 2.42483, -1.52452], [3.12286, 1.23683, -0.20452], [1.93026, 2.53223, -0.31112], [7.01586, -3.20537, 3.55368], [6.26216, -4.19247, 2.71028], [6.87146, -5.35077, 2.26108], [6.19036, -6.27427, 1.48478], [4.87136, -6.02787, 1.14508], [4.24286, -4.87487, 1.57128], [4.91976, -3.94837, 2.36778], [4.29576, -2.81847, 2.85998], [2.99926, -2.38447, 2.40858], [2.05116, -3.18807, 2.90888], [0.68136, -3.47747, 2.67958], [-0.17934, -2.63807, 1.95648], [-1.48204, -3.13777, 1.81578], [-1.91984, -4.32137, 2.38208], [-1.04314, -5.09677, 3.11768], [0.27526, -4.69987, 3.25528], [1.21856, -5.60547, 4.01638], [2.89776, -1.31677, 1.71928], [4.04806, -0.72497, 1.21298], [4.76736, -1.34877, 0.18718], [5.86246, -0.73707, -0.39212], [6.29316, 0.49383, 0.07138], [5.61506, 1.09733, 1.11788], [4.49206, 0.52233, 1.69118], [3.75266, 1.21003, 2.79178], [8.01766, -3.57507, 3.76138], [6.50426, -3.03607, 4.50158], [7.10426, -2.24467, 3.04198], [7.90186, -5.53697, 2.53728], [6.69076, -7.17147, 1.14708], [4.32356, -6.74107, 0.54468], [3.22506, -4.67547, 1.26898], [4.91946, -2.03997, 3.03128], [2.46336, -3.86267, 3.53828], [-2.19654, -2.56437, 1.24658], [-2.95004, -4.62767, 2.26318], [-1.38304, -6.00967, 3.59348], [0.67436, -6.48037, 4.37198], [1.64796, -5.11397, 4.89338], [2.03436, -5.95897, 3.37938], [4.44566, -2.32037, -0.16272], [6.36856, -1.22387, -1.21492], [7.14596, 0.97843, -0.38142], [5.95426, 2.04963, 1.50128], [4.05286, 2.25463, 2.87378], [3.93716, 0.72323, 3.75088], [2.67816, 1.15033, 2.61258], [-3.87924, 0.99633, -5.76632], [-3.74544, -0.89447, -5.48752], [-5.16364, -1.59467, -6.59352], [-2.18064, -1.63817, -6.31082], [-4.10154, -1.49357, -3.74262], [-5.11634, -2.29897, -3.27812], [-5.19794, -2.56597, -1.91392], [-4.24354, -2.01387, -1.07282], [-3.24284, -1.25427, -1.48832], [-3.17304, -0.99367, -2.79682], [-1.94964, -0.00727, -3.43652], [-4.23414, 1.23633, -6.76552], [-2.91994, 1.47483, -5.61212], [-4.56914, 1.43093, -5.04932], [-5.03324, -1.26287, -7.62032], [-6.13984, -1.25417, -6.26112], [-5.17474, -2.68097, -6.60072], [-2.27404, -1.64647, -7.39402], [-2.02544, -2.66237, -5.98232], [-1.29624, -1.07147, -6.04622], [-5.84634, -2.71487, -3.96552], [-5.99064, -3.18167, -1.51102], [-4.29374, -2.17297, -0.00452], [-3.85474, 5.55093, 2.24878], [-3.23524, 3.72213, 2.07818], [-2.35964, 3.38233, 3.73218], [-4.85784, 2.72313, 1.94018], [-1.71494, 3.19593, 0.34928], [-0.24094, 5.06563, 0.51898], [0.74396, 5.45083, -1.09972], [1.09286, 4.55643, 1.80328], [-0.81084, 6.84353, 1.04038], [-3.09854, 3.65993, -1.52792], [-4.14954, 5.27873, -1.39282], [-4.29914, 2.19353, -1.68842], [-2.13834, 3.78893, -3.18352], [-4.55914, 5.63903, 3.07208], [-4.35404, 5.90543, 1.35298], [-3.03204, 6.22553, 2.45458], [-3.04174, 3.37523, 4.57748], [-1.58614, 4.12043, 3.93028], [-1.87624, 2.41243, 3.69028], [-5.32864, 2.59723, 2.91148], [-4.65234, 1.72983, 1.55898], [-5.57634, 3.19833, 1.27658], [1.07086, 4.53643, -1.58252], [1.63226, 6.04443, -0.89262], [0.13966, 6.00233, -1.81472], [1.09606, 3.47333, 1.92008], [0.88816, 4.98303, 2.78068], [2.09596, 4.86253, 1.51898], [-1.70964, 7.14983, 0.51258], [-0.04424, 7.58613, 0.83448], [-1.02374, 6.88643, 2.10418], [-4.95924, 5.14223, -0.68242], [-4.59314, 5.55973, -2.34402], [-3.54234, 6.11293, -1.05102], [-4.82574, 2.00063, -0.75942], [-3.71584, 1.30673, -1.91612], [-5.03724, 2.31043, -2.47812], [-1.22244, 4.36483, -3.09042], [-2.73854, 4.23963, -3.96982], [-1.87384, 2.78643, -3.50572], [1.19806, 1.77153, 5.54148], [0.67886, 1.47493, 4.06488], [0.35766, 1.29633, 2.95188], [-4.28324, 0.47043, 4.76948], [-3.38794, -0.37027, 4.18868], [-2.18324, -0.02647, 4.67198], [-3.66574, -1.58947, 4.69728], [-3.50184, -0.33377, 2.60128], [-4.45394, -0.94917, 2.16338], [-2.63284, 0.33903, 2.04238]], "forces_ev_per_a": [[2.51, -1.21, -3.02], [-0.10, -0.05, -0.08], [0.03, -0.04, -0.05], [-0.08, 0.12, -0.03], [0.08, 0.22, 0.09], [-0.12, -0.30, -0.08], [0.01, 0.01, 0.11], [-0.11, -0.14, 0.00], [-0.07, -0.11, -0.07], [0.07, -0.03, 0.04], [-0.04, -0.04, -0.05], [-0.07, -0.07, 0.07], [0.05, -0.01, 0.00], [0.00, -0.04, 0.10], [0.18, -0.07, 0.16], [-0.02, -0.01, -0.14], [-0.07, 0.02, 0.00], [-0.02, -0.01, 0.13], [0.07, 0.03, -0.03], [0.06, 0.09, 0.07], [-0.02, 0.01, -0.06], [-0.03, 0.05, -0.04], [-0.01, 0.08, 0.10], [0.06, 0.02, -0.01], [0.05, 0.19, 0.05], [-0.11, -0.09, -0.09], [-0.02, 0.09, 0.07], [-0.06, 0.00, -0.04], [0.08, -0.18, -0.04], [0.12, -0.13, -0.04], [-0.07, 0.16, -0.06], [0.15, -0.53, -0.10], [-0.08, 0.47, 0.28], [0.81, 0.27, 0.10], [0.16, -0.58, 0.60], [-0.91, -0.07, -0.40], [0.60, -0.34, 0.21], [0.63, 0.02, 0.25], [-0.38, -0.12, -0.01], [-0.15, 0.12, -0.12], [0.27, -0.03, 0.10], [-0.15, 0.06, -0.10], [-0.99, 0.14, 0.07], [0.63, 0.05, -0.24], [-0.11, 0.02, 0.10], [0.10, -0.02, -0.09], [0.08, 0.01, -0.05], [0.08, -0.01, -0.08], [-0.11, -0.19, 0.05], [-0.09, -0.09, -0.04], [0.06, 0.04, 0.02], [-0.01, 0.08, 0.09], [0.05, 0.12, 0.02], [0.07, 0.02, 0.00], [-0.01, -0.06, -0.01], [-0.04, 0.01, -0.08], [-0.10, -0.02, 0.02], [-0.11, -0.08, -0.10], [0.05, 0.29, -0.10], [-0.45, 0.20, -0.25], [-0.13, -0.06, 0.01], [0.03, -0.06, -0.03], [0.04, -0.01, 0.01], [0.09, 0.00, 0.06], [0.09, -0.01, 0.07], [-0.09, -0.04, -0.03], [0.07, -0.03, -0.02], [0.08, 0.06, -0.02], [0.02, 0.14, 0.01], [-0.02, 0.00, 0.03], [-0.08, 0.02, 0.09], [0.08, 0.08, 0.10], [0.09, -0.54, -0.02], [0.07, 0.11, -0.62], [0.35, 0.14, 0.37], [-0.43, 0.31, 0.25], [0.09, 0.13, -0.24], [-0.09, -0.05, -0.02], [-0.13, -0.13, 0.09], [-0.41, -0.30, 0.05], [0.34, 0.18, 0.33], [-0.17, -0.22, -0.21], [0.83, 0.69, 0.09], [-0.18, -0.04, -0.27], [0.14, 0.03, 0.00], [-0.17, 0.06, 0.20], [0.06, 0.09, -0.21], [-0.24, 0.09, 0.11], [0.00, -0.27, 0.03], [-0.13, -0.02, -0.26], [-0.02, -0.21, 0.10], [0.12, 0.10, 0.07], [-0.06, -0.01, 0.00], [-0.01, -0.02, 0.06], [-0.06, -0.05, 0.15], [0.48, -0.57, -0.45], [-1.00, 0.57, 1.34], [-0.10, -0.14, -0.75], [0.72, 0.06, -0.24], [-0.07, 0.78, -0.34], [1.39, 1.04, 0.08], [-0.65, -0.51, 0.34], [-0.64, -0.16, -0.40], [-0.31, -0.85, -0.09], [-0.93, 0.18, -1.15], [0.56, -0.56, 0.27], [0.52, 0.39, 0.37], [0.02, -0.09, 0.80], [-0.12, -0.24, 0.20], [-0.08, 0.06, -0.18], [0.15, 0.14, 0.05], [-0.28, 0.07, 0.04], [0.16, 0.15, -0.03], [0.13, -0.18, 0.06], [0.05, 0.11, 0.26], [-0.06, -0.23, -0.12], [-0.04, 0.14, -0.13], [0.11, -0.15, -0.15], [0.03, 0.09, 0.29], [-0.17, 0.08, -0.14], [0.05, -0.09, 0.12], [-0.13, 0.03, 0.21], [0.11, 0.16, -0.22], [-0.19, 0.06, -0.09], [0.32, -0.10, -0.14], [-0.05, -0.02, 0.19], [-0.14, -0.03, 0.18], [0.01, -0.14, -0.27], [0.10, 0.18, 0.08], [-0.14, 0.01, 0.19], [0.12, -0.11, -0.04], [-0.04, 0.23, -0.19], [0.19, 0.16, 0.02], [-0.27, 0.10, 0.01], [0.05, -0.24, -0.01], [0.39, 0.25, 1.37], [-0.17, -0.03, -1.03], [0.32, 0.61, 0.68], [-0.01, 0.15, -0.30], [0.03, -0.27, 0.37], [-0.05, 0.02, -0.31], [0.04, 0.08, -0.30], [-1.57, -0.99, 2.07], [-0.23, -0.12, -0.32], [-1.14, 1.43, 0.22]], "de_lowest_kcal_mol": 55.8, "energy_ev": -188426.8185, "charge": -2, "e_lumo_ev": 3.634, "homo_energy_ev": -2.400}